(1)
Here is C38H46AsO8W as an isolated structure from OMol25. Energies are from the ωB97M-V functional and the def2-TZVPD basis.

Each line ends with the Löwdin charge.
Element x y z (Å)
W 0.23261 -0.86419 -1.16541  1.819
C 2.49337 -4.39001 -0.21847  -0.156
C 3.59947 -3.37368 -0.20510  -0.162
O 3.19694 -2.28332 -1.02678  -0.174
C 4.24633 -1.37416 -1.33092  -0.158
C 4.09310 -0.09639 -0.54245  -0.133
O 2.84420 0.58763 -0.78138  -0.221
C 2.80657 1.24862 -2.04498  -0.153
C 2.18746 0.34742 -3.13114  -0.153
O 1.44222 -0.70620 -2.51716  -0.353
C -1.15674 -0.54305 -3.93624  -0.045
C -2.07797 -1.23965 -3.27352  -0.034
O -0.70968 -2.36377 -0.85158  -0.366
C -1.07197 -3.65796 -0.36259  -0.135
C 0.15429 -4.54798 -0.26933  -0.182
O 1.25823 -3.77933 0.17273  -0.177
H 2.73808 -5.22443 0.44551  0.148
H 2.37920 -4.77780 -1.23392  0.125
H 4.49694 -3.85025 -0.61213  0.146
H 3.83142 -3.02585 0.80507  0.123
H 4.24357 -1.18944 -2.40730  0.127
H 5.22303 -1.80183 -1.08788  0.146
H 4.91617 0.58788 -0.76493  0.144
H 4.11338 -0.31753 0.52009  0.120
H 3.81595 1.53656 -2.34109  0.144
H 2.21002 2.14759 -1.91882  0.109
H 2.93542 -0.13199 -3.75955  0.131
H 1.51064 0.91624 -3.76862  0.126
H -0.38808 -1.03472 -4.51895  0.075
H -1.17995 0.54069 -3.94876  0.070
H -2.09249 -2.32195 -3.29818  0.072
H -2.87568 -0.74742 -2.72920  0.066
H -1.79744 -4.08141 -1.05696  0.144
H -1.56876 -3.49376 0.59267  0.111
H 0.36996 -4.97223 -1.24946  0.114
H -0.06514 -5.36649 0.42527  0.149
O 0.92123 -3.52896 -3.12954  -0.046
H 0.49339 -4.05267 -3.81828  0.075
H 1.83786 -3.45357 -3.41942  0.061
C 4.12921 -1.24742 4.51480  -0.028
C 3.87902 0.05959 4.11456  -0.039
C 2.88911 0.32402 3.18040  -0.090
C 2.16693 -0.73741 2.63973  -0.364
C 2.40269 -2.04817 3.04147  -0.111
C 3.38977 -2.29630 3.98407  -0.042
As 0.69646 -0.38013 1.45535  1.404
C 0.17428 1.46049 1.73754  -0.268
C 0.76698 2.59390 1.25440  -0.049
C 0.19386 3.84238 1.56153  0.035
C -0.96706 3.94360 2.33563  0.003
C -1.57328 2.80859 2.81708  0.058
C -1.01555 1.53774 2.52486  -0.140
C -1.54962 0.29364 2.95982  -0.146
C -2.68427 0.14376 3.79914  0.050
C -3.07036 -1.11069 4.20119  0.005
C -2.34311 -2.23313 3.78691  0.044
C -1.22258 -2.11257 2.94295  -0.040
C -0.84070 -0.86901 2.52521  -0.240
H 4.89677 -1.44751 5.25008  0.126
H 4.44751 0.87643 4.53821  0.124
H 2.69381 1.34774 2.88671  0.101
H 1.83545 -2.87042 2.62191  0.094
H 3.57960 -3.31137 4.30682  0.124
H 1.66074 2.53789 0.64652  0.116
H 0.66384 4.74531 1.19184  0.137
H -1.38056 4.91776 2.55745  0.135
H -2.46885 2.88856 3.41754  0.131
H -3.23300 1.01179 4.13720  0.131
H -3.92549 -1.23838 4.85044  0.136
H -2.64643 -3.21461 4.12934  0.138
H -0.67170 -2.99962 2.65815  0.114
C -5.31809 5.03669 -2.27906  -0.012
C -4.25587 4.04950 -1.91589  -0.205
C -2.93055 4.25619 -2.29476  0.022
C -1.92559 3.36512 -1.97683  -0.159
C -0.52801 3.71843 -2.41332  -0.015
C -2.27093 2.18811 -1.25066  -0.055
C -3.61144 1.98776 -0.80372  -0.160
C -4.06216 0.80729 0.01631  -0.011
C -4.56431 2.92055 -1.15567  0.020
C -1.29948 1.16004 -1.05732  -0.504
O -1.49691 0.05170 -0.41272  -0.182
O -0.11099 1.15213 -1.57637  -0.153
H -5.05645 5.59339 -3.17649  0.094
H -5.44178 5.75719 -1.46643  0.107
H -6.27888 4.54744 -2.42952  0.096
H -2.67973 5.14780 -2.85623  0.134
H -0.49299 4.76889 -2.69350  0.096
H -0.22210 3.13495 -3.28434  0.093
H 0.20670 3.54650 -1.62854  0.063
H -4.01204 -0.12319 -0.55088  0.089
H -5.09324 0.95724 0.32807  0.094
H -3.44714 0.66993 0.90575  0.064
H -5.58863 2.76921 -0.83804  0.133

Calculated values
* 2S+1: 3
* HOMO-LUMO gap (alpha / beta): 7.1 / 4.5 eV
* highest occupied orbital energy (alpha / beta): -16.24 / -16.31 eV
* total charge: +3
* expectation value of S²: 2.049



(2)
Here is an isolated ion of composition C22H33N6O3 and charge +1 in a non-equilibrium geometry from OMol25. Energies are from the ωB97M-V functional and the def2-TZVPD basis.

Each line ends with the Löwdin charge.
Element x y z (Å)
C -2.08615 -0.68462 -3.18895  -0.055
H -1.62222 -1.61918 -2.88081  0.080
H -3.13573 -0.69024 -2.90245  0.079
H -2.04365 -0.63992 -4.27397  0.091
C -1.36791 0.53102 -2.60838  -0.357
C -2.04916 1.80963 -3.08751  -0.048
H -3.09763 1.81118 -2.79936  0.089
H -1.57618 2.68792 -2.66119  0.071
H -1.99299 1.87497 -4.17021  0.088
H -0.33820 0.51541 -2.97527  0.133
C -1.34752 0.51703 -1.05854  -0.215
N -0.67957 1.69757 -0.54199  -0.118
C 0.67248 2.01061 -0.98656  -0.125
H 0.65894 2.94082 -1.56819  0.132
C 1.64940 2.17773 0.18339  -0.082
N 1.37397 1.10841 1.15464  -0.127
H 1.23138 0.21203 0.55313  0.099
C 0.07925 1.36085 1.82240  -0.080
H -0.32114 0.41019 2.17937  0.131
C -0.90875 2.03444 0.83690  -0.123
H -0.82836 3.12209 0.92739  0.131
H -1.92277 1.74990 1.11572  0.115
H 0.23791 2.01221 2.68447  0.138
C 2.47900 0.86197 2.11254  -0.077
C 3.72148 0.40392 1.39764  -0.234
C 4.82690 1.23604 1.31201  -0.046
C 5.99397 0.84266 0.65994  0.028
C 6.00180 -0.40901 0.09442  -0.197
C 4.88406 -1.25225 0.17128  -0.187
C 3.73431 -0.87288 0.81612  0.058
H 2.89225 -1.54286 0.87469  0.099
O 5.15633 -2.41907 -0.46914  0.052
C 6.48848 -2.31223 -0.93408  -0.132
O 6.99085 -1.03494 -0.59077  0.055
H 7.10827 -3.09151 -0.46517  0.146
H 6.50998 -2.43588 -2.02693  0.145
H 6.85438 1.48636 0.60426  0.125
H 4.79851 2.21137 1.77359  0.116
H 2.14080 0.09084 2.80895  0.146
H 2.67252 1.78240 2.66892  0.139
H 1.53898 3.14745 0.67354  0.143
H 2.67571 2.08008 -0.17337  0.135
H 1.04304 1.21424 -1.63320  0.120
C -0.77999 -0.75405 -0.50919  -0.197
N 0.48902 -0.94219 -0.18730  0.066
N 0.58793 -2.16809 0.32435  0.013
N -0.53325 -2.73726 0.32715  0.087
N -1.43311 -1.89402 -0.18636  -0.036
C -2.83046 -2.21012 -0.13390  -0.056
H -3.35537 -1.69039 -0.93434  0.123
H -2.92726 -3.29014 -0.25310  0.146
C -3.39292 -1.78478 1.23918  -0.297
C -4.89403 -2.07494 1.35808  -0.112
H -5.13582 -2.35628 2.38208  0.125
C -5.52495 -0.72559 1.01762  -0.139
H -5.61379 -0.60002 -0.06212  0.115
C -4.49223 0.24033 1.58728  -0.178
H -4.65037 0.39306 2.66162  0.129
H -4.47732 1.21154 1.08842  0.122
O -3.22318 -0.37885 1.38669  -0.137
H -6.50414 -0.59150 1.46716  0.120
H -5.21027 -2.87352 0.69226  0.122
H -2.81047 -2.29260 2.01899  0.153
H -2.38504 0.58266 -0.71381  0.148

Calculated values
* HOMO-LUMO gap: 8.8 eV
* structure (SMILES): CC(C)[C@@H](c1nnnn1C[C@@H]1CCCO1)N1CC[NH+](Cc2ccc3c(c2)OCO3)CC1
* highest occupied orbital energy: -10.63 eV
* total charge: +1



(3)
Here is C38H33BrFINO4P2SSn as an isolated structure in a non-equilibrium geometry from OMol25. Energies are from the ωB97M-V functional and the def2-TZVPD basis.

Each line ends with the Löwdin charge.
Element x y z (Å)
Sn -0.09642 -1.75765 -1.78661  1.187
C -0.53869 1.54906 -0.04589  -0.316
N 0.67704 1.62298 0.75637  -0.181
C 1.64284 0.54703 0.64414  -0.346
P 1.06716 -1.24052 0.78987  0.967
C 2.60729 -2.09437 0.27098  -0.441
C 3.86453 -1.49699 0.21479  -0.089
C 4.95939 -2.20435 -0.26342  -0.058
C 4.82138 -3.52353 -0.67175  -0.060
C 3.58571 -4.14783 -0.57412  -0.062
C 2.48856 -3.43383 -0.11262  -0.153
C 1.10632 -1.54994 2.60802  -0.334
C 0.41324 -0.70863 3.48237  -0.116
C 0.46779 -0.91272 4.85420  -0.066
C 1.20346 -1.96709 5.37591  -0.069
C 1.88482 -2.81647 4.51697  -0.067
C 1.83687 -2.61307 3.14379  -0.078
C 0.79545 2.60934 1.76198  -0.224
C 0.12262 3.83120 1.64282  -0.031
C 0.24658 4.81255 2.61398  -0.073
C 1.04604 4.61539 3.73028  -0.092
C 1.71527 3.40908 3.86002  -0.078
C 1.58849 2.41501 2.89968  -0.042
P -1.90429 0.71048 0.93602  1.108
C -2.93329 -0.00530 -0.41297  -0.367
C -3.44382 0.68222 -1.51327  -0.075
C -4.18146 0.02599 -2.48465  -0.041
C -4.37916 -1.34271 -2.40496  -0.002
C -3.85257 -2.00270 -1.32059  -0.258
C -3.16481 -1.37425 -0.30720  -0.078
C -2.93158 2.10945 1.53251  -0.374
C -3.45157 1.96802 2.81870  -0.105
C -4.24932 2.95904 3.37805  -0.073
C -4.53191 4.10733 2.65514  -0.072
C -4.01215 4.26432 1.37522  -0.072
C -3.21623 3.27453 0.81976  -0.114
H -0.34557 0.96695 -0.94734  0.012
H -0.84931 2.53966 -0.36161  0.071
H 2.42148 0.68796 1.38283  0.079
H 2.12002 0.58898 -0.34413  -0.068
H 4.01208 -0.47932 0.55411  0.104
H 5.92667 -1.71903 -0.31929  0.114
H 5.67905 -4.06900 -1.04636  0.113
H 3.47813 -5.19131 -0.84554  0.114
H 1.54201 -3.94352 0.02570  0.099
H -0.15768 0.12366 3.10059  0.056
H -0.06345 -0.23923 5.51710  0.112
H 1.25020 -2.12378 6.44750  0.111
H 2.46821 -3.63790 4.91554  0.111
H 2.38315 -3.28664 2.49821  0.096
H -0.49774 4.04336 0.78325  0.092
H -0.28357 5.74865 2.48621  0.108
H 1.14523 5.38681 4.48326  0.104
H 2.34153 3.22716 4.72531  0.108
H 2.09954 1.47668 3.06740  0.093
H -3.25569 1.73975 -1.63105  0.108
H -4.57432 0.56969 -3.33419  0.121
H -4.92003 -1.87524 -3.18284  0.135
H -4.54393 -3.73079 -1.98672  0.155
H -2.78937 -1.93601 0.54089  0.113
H -3.22535 1.07123 3.38664  0.095
H -4.64347 2.83522 4.37882  0.108
H -5.15241 4.88292 3.08614  0.109
H -4.22431 5.16442 0.81055  0.109
H -2.81070 3.43668 -0.17323  0.092
O -2.76042 -5.62657 -1.75247  -0.194
S -2.26691 -4.31676 -1.54841  0.537
O -3.96688 -3.43830 -1.26088  -0.031
O -1.62098 -3.95365 -0.32259  -0.298
O -1.89430 -3.48945 -2.68539  -0.389
F -1.30267 -0.35998 -2.32723  -0.515
Br 5.13493 -0.00791 -4.57126  0.742
C 3.47995 -0.07733 -5.47573  -0.738
C 3.49296 -0.29314 -6.84628  -0.120
C 2.30120 -0.35374 -7.55316  -0.062
C 1.08923 -0.20305 -6.89762  -0.070
C 1.06595 0.01585 -5.52949  -0.150
C 2.26041 0.07904 -4.82460  -0.686
I 2.15329 0.46148 -2.76582  1.118
H 4.44089 -0.40833 -7.35427  0.106
H 2.32636 -0.51526 -8.62382  0.115
H 0.15860 -0.24443 -7.44926  0.113
H 0.12445 0.15243 -5.01299  0.092

Calculated values
* HOMO-LUMO gap: 6.9 eV
* highest occupied orbital energy: -9.87 eV
* total charge: +1



(4)
Here is the molecule C4H9N in a non-equilibrium geometry from OMol25. Energies are from the ωB97M-V functional and the def2-TZVPD basis.

Each line ends with the Löwdin charge.
Element x y z (Å)
C 1.64872 0.00761 -0.17515  -0.104
C 0.26761 0.02787 0.60767  -0.300
C -0.85843 1.03865 0.08684  -0.139
C -0.72644 -1.01783 0.11526  -0.317
H 1.56626 0.29933 -1.20598  0.043
H 2.48105 0.73450 0.21563  0.087
H 2.24573 -1.01654 -0.07029  0.106
H 0.39256 -0.01481 1.70788  0.126
H -1.25854 1.97290 0.74961  0.135
H -0.69727 1.55635 -0.83792  0.076
H -2.13918 -0.13947 -0.99139  0.090
H -0.08459 -1.35703 -0.83234  0.135
H -1.06805 -1.92619 0.69817  0.122
N -1.76942 -0.16532 -0.06800  -0.059

Calculated values
* HOMO-LUMO gap: 10.0 eV
* structure (SMILES): CC1CNC1
* highest occupied orbital energy: -8.83 eV
* total charge: 0



(5)
Here is the molecule C3H3Cl2N3 in a non-equilibrium geometry from OMol25. Energies are from the ωB97M-V functional and the def2-TZVPD basis.

Each line ends with the Löwdin charge.
Element x y z (Å)
C -1.40064 -0.60655 0.00669  -0.429
C 0.82038 -0.43527 -0.00506  -0.760
C -0.34343 0.32204 -0.01012  -0.660
H -3.27504 -1.14574 0.17302  0.097
H -3.00739 0.49327 0.35447  0.052
H 1.03026 -2.56236 0.04044  0.166
N -2.73756 -0.33184 -0.07278  0.128
N -0.92172 -1.87712 0.00229  0.071
N 0.42192 -1.73062 -0.01106  -0.056
Cl 2.45026 0.03317 0.00662  0.717
Cl -0.48227 2.03216 -0.00345  0.675

Calculated values
* HOMO-LUMO gap: 9.4 eV
* structure (SMILES): Nc1n[nH]c(Cl)c1Cl
* highest occupied orbital energy: -8.58 eV
* total charge: 0



(6)
Here is a 2-piece molecular cluster, C14H9Cl4NO3 overall in a non-equilibrium geometry from OMol25. Energies are from the ωB97M-V functional and the def2-TZVPD basis.

Each line ends with the Löwdin charge.
Element x y z (Å)
Cl -0.42299 5.35724 1.42929  0.729
C 0.46559 3.90059 1.34833  -0.687
C -0.20530 2.68838 1.32763  -0.601
Cl -1.90865 2.60096 1.39677  0.782
C 0.48885 1.41654 1.22393  -0.304
O -0.08529 0.33035 1.12910  0.106
C 2.01729 1.45700 1.34412  -0.317
O 2.64437 0.40409 1.45772  0.111
C 2.64317 2.77526 1.35319  -0.625
Cl 4.33967 2.78705 1.43730  0.762
C 1.90289 3.94667 1.31338  -0.684
Cl 2.69980 5.45802 1.27444  0.730
C -3.23989 0.56263 -1.43422  -0.043
C -2.45729 -0.55349 -0.77518  -0.510
C -1.11118 -0.68449 -1.18362  -0.105
N -0.35881 -1.79011 -0.85645  -0.038
C -0.51830 -2.49956 0.32252  -0.005
C 0.29634 -3.58001 0.60488  -0.038
C 1.28480 -3.98141 -0.29519  -0.068
C 1.41242 -3.27503 -1.49492  -0.061
C 0.61027 -2.18928 -1.75753  -0.024
O -2.97148 -1.31111 0.06771  -0.025
H -2.57392 1.29450 -1.90542  0.070
H -3.90043 0.13629 -2.19998  0.084
H -3.85474 1.05657 -0.68048  0.067
H -0.68938 -0.03570 -1.95328  0.112
H -1.30614 -2.16903 0.99275  0.122
H 0.11957 -4.10591 1.54169  0.115
H 1.91918 -4.83938 -0.08837  0.105
H 2.12561 -3.55912 -2.26625  0.110
H 0.63397 -1.59854 -2.67385  0.131

Calculated values
* HOMO-LUMO gap: 4.4 eV
* highest occupied orbital energy: -7.00 eV
* total charge: 0



E_tot values (in eV) by entry order: -119170.297 -38425.602 -165720.192 -5781.538 -32674.442 -72383.290.